Arrangement A

Density functional theory data (the ωB97M-V functional and the def2-TZVPD basis) for one molecule with the formula CH3F2OP.

E_HOMO, eV: -10.88
SMILES: COP(F)F
Lowest unoccupied orbital energy, eV: 0.73

The geometry in ORCA input format:
```
! wB97M-V def2-TZVPD RIJCOSX def2/J DEFGRID3
* xyz 0 1
C -0.38974 0.49553 -0.96731
O -0.70067 -0.10150 0.30574
P 0.34356 -0.07682 1.55675
F 1.84939 -0.63785 0.72397
F -0.16561 -1.51676 2.05480
H -1.28199 1.15748 -1.14963
H -0.27314 -0.38131 -1.60870
H 0.61820 1.06122 -0.91562
*
```

Here are the Mulliken charges for atoms 1 to 5, given in e: -0.475, -0.237, 0.601, -0.378, -0.214

Arrangement B

Density functional theory data (the ωB97M-V functional and the def2-TZVPD basis) for CH3F2OP as an isolated structure.

E_HOMO, eV: -9.74
Lowest unoccupied orbital energy, eV: -0.53

The geometry in ORCA input format:
```
! wB97M-V def2-TZVPD RIJCOSX def2/J DEFGRID3
* xyz 0 1
C 0.81052 0.25807 -0.69350
O -0.48607 0.46613 -0.95658
F -1.71609 0.61254 1.69852
F -0.49757 -1.30081 1.35548
P -1.74771 -0.52843 0.55568
H 1.05755 -0.87845 -0.76429
H 1.23961 0.48224 0.23885
H 1.33976 0.88870 -1.43416
*
```

Here are the Mulliken charges for atoms 1 to 5, given in e: -0.479, -0.513, -0.199, -0.262, 0.733

Arrangement C

Density functional theory data (the ωB97M-V functional and the def2-TZVPD basis) for a 2-piece molecular cluster, CH3F2OP overall.

E_HOMO, eV: -8.35
Lowest unoccupied orbital energy, eV: 0.35

The geometry in ORCA input format:
```
! wB97M-V def2-TZVPD RIJCOSX def2/J DEFGRID3
* xyz 0 1
C -1.22011 -0.46387 0.16523
O 1.56023 1.05608 -0.36419
F -1.79212 0.01655 1.28684
F -1.28793 0.38340 -0.89481
P 1.30999 -0.20204 0.63703
H -1.43325 -1.41318 -0.27250
H 1.36149 1.88882 -0.09384
H 1.50169 -1.26576 -0.46375
*
```

Here are the Mulliken charges for atoms 1 to 5, given in e: 0.007, -0.426, -0.194, -0.207, 0.159

Stability, descending: arrangement A, arrangement B, arrangement C